P) Below is the molecule C4H7NO, with properties calculated with ωB97M-V with the def2-TZVPD basis set.

Geometry (Å):
C -0.911 1.456 -0.755
N 0.397 0.834 -0.662
C 0.560 -1.067 0.676
C 0.423 -0.610 -0.690
C 0.346 -1.357 1.925
O 1.631 -1.238 -0.438
H 1.062 1.215 -1.327
H -0.278 -1.139 -1.352
H -1.430 1.215 -1.693
H -0.797 2.536 -0.685
H -1.522 1.112 0.079
H -0.528 -0.995 2.441
H 1.046 -1.962 2.481

Computed properties:
SMILES: C=C1O[C@@H]1NC
Net charge: 0
LUMO level, eV: 1.05



Q) Below is the molecule C4H7NO, with properties calculated with ωB97M-V with the def2-TZVPD basis set.

Geometry (Å):
O 1.179 2.106 -0.179
C 1.716 1.027 -0.155
C 1.031 -0.305 0.099
C -0.369 -0.249 0.659
C -1.399 0.296 -0.241
N -1.477 -1.136 -0.236
H 2.808 0.937 -0.364
H 1.699 -0.907 0.724
H 0.973 -0.803 -0.879
H -0.692 -1.120 1.231
H -0.997 0.614 -1.202
H -2.233 0.888 0.109
H -2.239 -1.349 0.435

Computed properties:
SMILES: O=CC[C@H]1CN1
Net charge: 0
LUMO level, eV: 1.05



It is P) that is the most stable of them.



P) Below is the molecule C4H4FNO, with properties calculated with ωB97M-V with the def2-TZVPD basis set.

Geometry (Å):
C -1.520 1.389 1.751
C -0.557 0.339 1.659
C -0.317 0.338 0.087
C 0.579 -0.477 -0.709
N -1.712 2.024 0.644
O -0.997 1.379 -0.375
F -0.262 -0.600 2.559
H -2.090 1.861 2.573
H 0.066 -1.202 -1.441
H 1.202 0.189 -1.204
H 1.095 -0.995 0.074

Computed properties:
SMILES: Cc1oncc1F
Net charge: 0
LUMO level, eV: 0.86



Q) Below is a structure of composition C4H4FNO, with properties calculated with ωB97M-V with the def2-TZVPD basis set.

Geometry (Å):
C -1.759 0.954 -2.483
C -1.369 0.564 -1.452
C -0.858 0.286 0.383
C 1.355 -0.636 1.368
N 0.303 -0.411 0.407
O -1.436 0.721 1.328
F 0.791 -0.763 -0.787
H -2.104 1.324 -3.494
H 2.301 0.056 1.157
H 0.971 -0.583 2.439
H 1.806 -1.513 1.133

Computed properties:
Net charge: 0
LUMO level, eV: 0.75



It is P) that is the most stable of them.



P) Below is a structure of composition C4H4FNO, with properties calculated with ωB97M-V with the def2-TZVPD basis set.

Geometry (Å):
C -1.171 -2.728 -2.436
C -1.062 -1.657 -1.958
C -0.636 0.108 -1.211
C 0.651 1.063 0.625
N 0.042 -0.023 -0.016
O -0.936 1.128 -1.780
F 0.246 -1.250 0.624
H -1.609 -3.666 -2.897
H 0.022 1.484 1.484
H 1.594 0.742 0.874
H 0.677 1.867 -0.026

Computed properties:
Net charge: 0
LUMO level, eV: 0.78



Q) Below is the molecule C4H4FNO, with properties calculated with ωB97M-V with the def2-TZVPD basis set.

Geometry (Å):
C 1.590 0.798 0.285
C 0.236 -0.036 0.305
C -0.574 -0.303 -0.857
C -1.695 -0.823 -0.271
H 1.240 1.875 0.640
H 2.465 0.334 0.891
H 1.751 1.066 -0.824
H -0.328 -0.307 -1.887
N -0.271 -0.520 1.440
O -1.564 -0.915 1.044
F -2.851 -1.169 -0.766

Computed properties:
SMILES: Cc1cc(F)on1
Net charge: 0
LUMO level, eV: 0.89



It is Q) that is the most stable of them.



P) Below is a cluster of 3 separate species, C3H6BrNO2 in total, with properties calculated with ωB97M-V with the def2-TZVPD basis set.

Geometry (Å):
C -1.717 1.415 -0.402
C -0.079 -1.283 1.436
C 0.688 -0.367 0.594
N 0.764 -0.311 -0.634
O -2.553 0.999 0.244
O -1.030 1.902 -1.171
Br 1.796 1.712 -3.027
H -0.970 -0.824 1.747
H -0.167 -2.127 0.788
H 0.443 -1.734 2.214
H -0.001 -0.986 -0.989
H 1.432 1.235 -1.811
H 1.394 0.367 1.012

Computed properties:
SMILES: [H]/N=C\C.O=C=O.Br
Net charge: 0
LUMO level, eV: 0.53



Q) Below is a cluster of 2 separate species, C3H6BrNO2 in total, with properties calculated with ωB97M-V with the def2-TZVPD basis set.

Geometry (Å):
C -0.045 0.232 0.103
C 1.659 -1.913 -0.250
C -1.474 1.999 -0.055
N 1.593 -0.546 -0.759
O -0.591 -0.537 0.854
O -0.173 1.478 -0.254
Br 2.845 0.468 0.245
H 2.728 -2.316 -0.301
H 1.560 -2.123 0.825
H 0.990 -2.703 -0.715
H -2.029 1.894 -0.975
H -1.580 2.959 0.457
H -1.980 1.314 0.555

Computed properties:
Net charge: 0
LUMO level, eV: 0.48



It is P) that is the most stable of them.



P) Below is a cluster of 2 separate species, C3H9N3O2 in total, with properties calculated with ωB97M-V with the def2-TZVPD basis set.

Geometry (Å):
C 2.193 -0.599 0.421
C 0.896 1.548 0.985
C 0.896 0.136 0.489
N -0.174 -0.503 0.331
N -2.966 -0.948 -0.751
N -2.100 0.022 -0.807
O -3.251 -1.820 -1.550
O -1.524 0.064 -2.076
H 2.544 -0.878 1.501
H 2.342 -1.545 -0.219
H 3.037 0.212 0.248
H 0.477 2.179 0.275
H 1.903 1.884 1.087
H 0.464 1.652 2.048
H -1.219 0.974 -2.260
H -0.080 -1.434 0.020
H -3.439 -0.943 0.257

Computed properties:
SMILES: [O-]/[NH+]=N\O.CC(C)=N
Net charge: 0
LUMO level (spin up / spin down), eV: 0.71 / 0.71



Q) Below is a cluster of 2 separate species, C3H9N3O2 in total, with properties calculated with ωB97M-V with the def2-TZVPD basis set.

Geometry (Å):
C 0.597 2.753 -1.329
N -0.773 2.638 -0.841
C -0.996 1.633 0.083
N -2.042 0.930 0.113
H 0.623 3.460 -2.148
H 1.230 3.165 -0.539
H 1.019 1.798 -1.632
H -1.476 2.609 -1.567
H -0.184 1.549 0.821
H -1.947 0.101 0.689
N 1.360 -3.113 0.746
C 0.594 -1.986 0.603
O 1.062 -1.128 -0.355
O -0.407 -1.760 1.217
H 1.139 -3.689 1.543
H 2.334 -3.096 0.495
H 1.391 -1.646 -1.100

Computed properties:
SMILES: [H]/N=C/NC.NC(=O)O
Net charge: 0
LUMO level, eV: 0.33



It is Q) that is the most stable of them.